Entry 1:
Entry from OMol25: C33H46BN11O2S3Tl as an isolated structure (ωB97M-V with the def2-TZVPD basis set).

Cartesian coordinates (Å):
C -1.45868 -3.31362 -0.66030
H 0.64701 2.71947 -4.77631
H -3.61957 -0.30432 5.01067
H -5.21737 1.21773 3.71310
N 2.31269 -2.28128 0.44831
H 3.91861 2.22087 4.09434
H 3.61492 -0.32959 1.35568
C -0.22975 -2.89785 -2.65359
C -5.26078 0.45891 2.93198
H -2.15600 -5.42909 3.40777
C 3.37243 -1.37852 -4.30039
H -4.44450 -1.04980 0.82951
H -0.88287 4.11138 1.04280
N 2.99278 2.33076 1.54769
C -2.03068 3.43533 -1.23853
H 5.36682 -0.11112 1.49319
H -1.94573 1.51136 -6.05405
H 4.48908 0.62480 0.13915
C -1.70820 2.47434 2.93756
C 4.06700 1.30394 3.52260
Tl 0.36734 -0.84041 -0.17855
H -2.50962 -5.15699 0.93324
H 2.68065 -2.14801 -6.18635
C -1.89190 -4.47834 1.50325
H -0.73086 -3.74826 4.59179
H -3.00733 1.60203 4.46818
C -3.96125 -0.34222 2.83944
C -1.69728 -4.61265 2.86607
H -1.24645 -0.57434 -4.75489
C 4.21909 1.62438 2.03721
H 2.94499 -4.13504 -0.04287
H 1.43019 -3.73420 -0.56016
H -4.89806 -2.10983 2.16311
H 3.72756 -0.73277 -2.28453
H 5.33760 3.45736 2.43507
H -1.25501 3.36023 3.34367
C 1.29619 -2.51701 -4.59032
C 3.05368 -1.24994 -2.96135
S -2.14987 0.06408 -0.08238
H -0.63682 -0.36672 -3.11266
C -0.90676 -3.68356 3.52716
C -4.12538 -1.43428 1.79356
N 2.08223 -3.67060 0.21523
C -2.17339 3.07231 -2.52760
N -2.86080 0.64207 2.54048
H 2.46289 -2.14012 1.44220
C -0.33873 -2.65722 2.79409
H 4.30308 -0.98024 -4.67948
C 1.06418 -2.34181 -3.23055
C 4.43235 0.36663 1.19894
N -1.12174 2.23863 -2.84018
H 0.55527 -3.03614 -5.18066
N 0.93569 2.86335 1.05240
H -2.34916 -0.08511 -3.45576
C -1.33662 0.02247 -3.84741
H 1.32969 4.82572 0.28748
C 1.70707 1.88621 1.55814
C 0.36985 1.66430 -4.75489
H 3.23075 0.63525 3.70813
C -3.63175 -1.00584 4.17766
C -2.16261 0.93581 1.41011
C 3.00775 3.60464 1.01220
H -3.21278 -2.00565 1.65500
N -0.89932 2.83041 -0.74903
N -0.41965 -2.66421 -1.30669
H -5.47193 0.94925 1.98083
H -1.90740 3.10341 -5.30450
C 2.46949 -2.02692 -5.13220
N -0.50615 -2.54178 1.47756
C -2.56510 1.60342 3.49110
C 5.42993 2.53716 1.85797
O -0.94750 -3.53765 -3.38720
H 0.34391 1.30017 -5.78208
C -2.05596 2.04060 -5.10905
H -3.07364 1.87020 -4.75853
C -1.26611 -3.43098 0.84282
B -0.58013 2.98012 0.75893
H 3.90425 4.18044 0.90131
C 1.73825 3.92586 0.70989
O -2.42975 -3.83358 -1.15237
N -1.46517 2.06723 1.64476
H 3.12670 -1.94171 -0.05591
H 5.60846 2.78140 0.81035
H -2.63224 4.08233 -0.62653
H 1.13371 1.10950 -4.21660
H -4.39322 -1.75422 4.39399
H -6.08609 -0.21522 3.15950
C -1.01734 1.48482 -4.13814
N 1.92639 -1.72271 -2.42923
S 1.12850 0.36002 2.12756
H 6.30518 2.00471 2.22645
H -2.66427 -1.50612 4.12447
C -0.35087 2.09581 -1.73305
H -2.92205 3.35777 -3.23885
H 0.27174 -1.90204 3.27498
S 1.12659 1.19540 -1.61505
H 4.97961 0.82521 3.87818

Results
* relative energy (zero: lowest compared OMol25 entry of this formula, charge and spin): 0.0 kJ/mol
* highest occupied orbital energy: -10.48 eV
* net charge: +1

---

Entry 2:
Entry from OMol25: C8H18CuN4OS as an isolated structure (ωB97M-V with the def2-TZVPD basis set).

Cartesian coordinates (Å):
Cu 0.10830 -0.56753 0.90571
H -2.63377 0.12156 -4.15687
H 0.14916 -2.21285 -3.16016
C -0.55118 -0.43970 -4.20896
H 0.40906 2.10893 0.00270
S 1.17777 -0.56072 -1.90603
N 0.74802 -0.65838 5.13888
N 0.27178 -0.66290 2.73789
C 1.58288 1.14575 -2.37097
H -0.27835 3.57002 -0.70129
H 1.14895 -0.72303 7.53009
C 0.51741 2.83418 -0.80681
H -0.24161 -1.63297 8.02206
H -0.21562 0.58546 -4.37907
H -2.31337 -1.48466 -3.51301
C 0.46521 -0.68493 3.88069
H 2.44790 1.40560 -1.75911
H 0.51814 2.90455 -2.95968
H 1.92641 1.08435 -3.40505
H -1.72836 -2.40539 6.34696
C 0.44966 2.15632 -2.16821
H -1.44604 -1.97710 4.70271
N -1.16179 -1.93183 5.66609
H 1.40916 -1.37619 -4.04992
C -1.93204 -0.46433 -3.56516
H -1.91776 -0.06613 -2.55311
H -0.60772 -0.89643 -5.20012
N 0.31408 -1.22915 7.29046
C -0.04391 -1.27536 6.00605
C 0.51055 -1.22190 -3.44505
H -0.51587 1.66632 -2.28273
O -0.03636 -0.46019 -0.96713
H 1.46933 3.34865 -0.67182

Results
* relative energy (zero: lowest compared OMol25 entry of this formula, charge and spin): 0.0 kJ/mol
* highest occupied orbital energy: -12.28 eV
* net charge: +1

---

Entry 3:
Entry from OMol25: BrHgO2V as an isolated structure (ωB97M-V with the def2-TZVPD basis set).

Cartesian coordinates (Å):
Hg 1.81110 1.54426 -0.36353
V -0.59427 -0.90039 -0.53926
O -1.78561 -0.65798 0.51924
O 0.69180 -1.06569 0.39940
Br -0.12303 1.07980 -0.01584

Results
* relative energy (zero: lowest compared OMol25 entry of this formula, charge and spin): 92.9 kJ/mol
* highest occupied orbital energy: -20.81 eV
* net charge: +2